(1)
# C4H9N2

A 2-piece molecular cluster, C4H9N2 overall in a non-equilibrium geometry (ωB97M-V with the def2-TZVPD basis set, the OMol25 dataset).

Properties
- LUMO level: -3.85 eV
- HOMO-LUMO gap: 0.383 Ha
- Energy relative to the best compared isomer or geometry (same formula, charge and spin): 87.41 kcal per mole
- Total charge: +1

Each line ends with the Löwdin charge.
Element x y z (Å)
C 1.29432 -0.06328 0.00681  -0.347
C 1.18212 -1.50317 -0.17290  -0.007
C 2.38095 0.73782 0.31234  0.000
C -2.97280 0.64871 0.32588  0.052
N 0.15279 -0.41585 -0.31628  0.140
N -2.32769 0.13340 -0.58104  0.111
H 1.64196 -1.79719 -1.07095  0.098
H 0.91658 -2.09088 0.66552  0.100
H 3.12109 0.39462 -0.39449  0.108
H 2.72199 0.38998 1.34893  0.150
H 2.29225 1.87887 0.29271  0.127
H -3.86386 1.22487 0.17525  0.108
H -2.50347 0.46065 1.35317  0.141
H -2.83015 0.20451 -1.47704  0.150
H -1.20607 -0.20306 -0.46790  0.068

---

(2)
# C4H6O2

One molecule with the formula C4H6O2 in a non-equilibrium geometry (ωB97M-V with the def2-TZVPD basis set, the OMol25 dataset).

Properties
- LUMO level (spin up / spin down): 0.53 / -0.95 eV
- HOMO-LUMO gap (spin up / spin down): 0.346 / 0.245 Ha
- Energy relative to the best compared isomer or geometry (same formula, charge and spin): 130.63 kcal per mole

Each line ends with the Löwdin charge.
Element x y z (Å)
O 0.19934 -1.28663 -1.25081  0.022
C 0.02609 -0.29308 -0.25792  -0.671
C -1.04242 -0.42294 0.71439  0.115
C -0.27698 1.10476 -0.68193  -0.158
O 0.39832 1.91383 -0.02562  0.027
C 1.28791 0.07215 0.46080  0.122
H -0.34589 -2.03245 -0.95421  0.098
H -2.06546 -0.19107 0.40712  0.073
H -0.83239 -0.42451 1.77207  0.069
H -1.00206 1.40169 -1.44548  0.144
H 1.54561 -0.38336 1.41551  0.077
H 2.10698 0.50286 -0.10557  0.082

---

Let's list E in order: -7264.3513, -8334.7966 eV.